{"formula": "C21H36P2SeTc", "method": "ωB97M-V with the def2-TZVPD basis set", "elements": ["P", "P", "C", "C", "H", "H", "H", "H", "C", "H", "H", "H", "C", "H", "H", "H", "C", "H", "H", "H", "C", "H", "H", "H", "Tc", "C", "C", "C", "C", "C", "C", "C", "C", "C", "H", "H", "H", "H", "H", "H", "H", "H", "H", "H", "H", "H", "H", "H", "H", "Se", "C", "C", "C", "C", "C", "C", "H", "H", "H", "H", "H"], "coordinates": [[-2.37910, 0.77505, -2.55816], [0.37159, -2.68291, 0.05156], [-1.24750, -1.60123, -2.58296], [-0.75773, -2.72608, -1.39069], [-0.26833, -1.03928, -2.96530], [-1.79467, -2.24896, -3.30344], [-1.41407, -3.55528, -0.96911], [-0.21421, -3.25432, -2.28839], [1.80379, -3.51426, -0.67685], [2.56889, -3.46324, 0.15956], [2.20813, -3.09028, -1.61467], [1.62019, -4.57676, -0.89182], [-0.57775, -3.85025, 1.05680], [-0.87324, -4.80600, 0.60903], [-1.50571, -3.50668, 1.52634], [0.11582, -4.18198, 1.83526], [-1.15155, 1.50390, -3.78768], [-0.67450, 2.47849, -3.45197], [-1.55511, 1.71471, -4.85981], [-0.32099, 0.72646, -3.89235], [-4.18161, 1.13169, -2.71083], [-4.63349, 0.62137, -1.83222], [-4.58036, 0.58119, -3.57628], [-4.51609, 2.18676, -2.65187], [-2.70697, -1.01549, -1.18044], [-3.38554, -4.57585, -1.48721], [-2.53586, -4.62193, -2.52776], [-2.81045, -4.15123, -3.94864], [-4.03139, -3.20118, -4.03633], [-4.01437, -1.98700, -3.11025], [-4.55589, -2.01791, -1.86604], [-5.50934, -3.15944, -1.55332], [-4.84635, -4.56125, -1.68888], [-1.86905, 0.84859, -0.26718], [-3.04154, -4.81438, -0.45693], [-1.58656, -5.18302, -2.39287], [-3.01622, -5.02975, -4.61228], [-1.92220, -3.66921, -4.39839], [-4.10496, -2.86475, -5.08822], [-4.96257, -3.77638, -3.88837], [-3.70544, -1.01710, -3.54728], [-4.81368, -1.12932, -1.28586], [-6.37880, -3.16043, -2.24986], [-5.87789, -3.07537, -0.51350], [-5.26082, -5.20622, -0.91875], [-5.16068, -5.06449, -2.61645], [-1.26489, 0.49655, 0.61468], [-2.61715, 1.58597, 0.13123], [-1.20978, 1.55017, -0.84243], [0.60685, -0.43247, -0.50036], [1.42867, 0.68389, 0.94700], [2.40455, 1.65367, 0.58218], [3.08115, 2.37358, 1.58946], [2.73554, 2.15128, 2.94025], [1.78307, 1.19134, 3.28668], [1.16748, 0.42022, 2.29861], [2.65915, 1.85350, -0.46942], [3.87986, 3.08914, 1.35301], [3.14373, 2.79011, 3.72167], [1.49752, 1.01547, 4.33637], [0.47989, -0.40399, 2.53496]], "forces_ev_per_a": [[-1.14, 0.48, -0.78], [-0.31, 1.04, -4.11], [1.02, -0.57, 1.77], [0.39, -1.71, -2.52], [-2.39, -1.40, 0.72], [1.32, 0.94, 0.30], [0.08, 1.85, -1.55], [-0.52, 0.26, 2.07], [1.59, -0.62, 1.77], [-0.29, -0.25, -1.26], [-0.46, 0.40, 0.76], [-0.26, 0.21, 0.35], [0.60, -0.33, 2.24], [0.48, 0.41, -1.01], [0.41, 0.58, -0.03], [-0.25, 0.16, 0.42], [0.73, -0.14, -1.02], [-0.76, -1.21, -0.04], [0.26, -0.61, 2.01], [-1.05, 1.16, 0.05], [-0.44, 0.67, 0.06], [0.35, 0.68, -0.52], [-0.09, 0.74, 0.07], [0.34, -0.55, -0.42], [3.49, 0.57, -1.14], [0.87, -1.20, -0.69], [0.30, -1.09, -0.07], [-0.71, -0.89, -0.01], [-0.09, 0.12, -0.69], [-0.08, 1.02, -0.78], [-2.28, -1.02, -0.55], [0.02, -0.83, 0.81], [-1.29, 0.27, 0.41], [-0.72, 1.54, 1.55], [-0.12, -0.10, -0.81], [-0.29, 1.00, 0.01], [0.16, 0.60, 0.47], [-0.26, -0.38, 0.28], [0.18, 0.15, 0.54], [0.58, 0.49, -0.02], [-0.41, -1.30, 0.04], [-0.42, 0.46, -0.26], [0.48, 0.46, 0.59], [0.00, 0.16, -0.60], [-0.15, -0.02, 0.19], [0.43, 0.28, 0.35], [-1.04, 0.36, -0.71], [0.12, -0.79, -0.37], [0.08, -0.51, 0.82], [1.99, -0.38, 2.21], [1.06, -0.12, -0.15], [-0.02, -0.18, 0.15], [-0.67, -0.55, 0.33], [-0.34, 0.23, -0.48], [-0.15, -0.22, 0.11], [-0.31, -0.17, -0.71], [-0.16, -0.25, 0.54], [-0.57, -0.32, -0.07], [0.17, -0.30, -0.20], [0.32, 0.17, -0.61], [0.23, 0.54, 0.19]], "e_above_lowest_ev": 5.8483, "orbital_gap_ev": [5.4, 6.3], "lumo_ha": [-0.2762, -0.2762], "e_homo_ev": [-12.9, -13.8], "charge": 2, "spin_multiplicity": 4}



{"formula": "C25H24BrN4O3PtSSi", "method": "ωB97M-V with the def2-TZVPD basis set", "elements": ["Pt", "Br", "C", "C", "C", "C", "C", "C", "N", "N", "C", "C", "C", "C", "O", "C", "N", "C", "C", "C", "C", "H", "H", "H", "H", "H", "H", "H", "H", "H", "C", "Si", "C", "C", "C", "C", "C", "C", "N", "C", "S", "H", "H", "H", "H", "H", "H", "H", "H", "H", "H", "H", "H", "C", "O", "C", "O", "H", "H", "H"], "coordinates": [[0.23490, -0.43478, -0.09761], [5.64033, 6.04310, -0.10101], [5.73972, 4.58027, 1.10141], [6.96133, 3.97144, 1.33553], [7.01933, 2.90299, 2.21339], [5.87061, 2.41316, 2.83188], [4.65488, 3.05797, 2.60012], [4.59149, 4.14263, 1.74183], [6.09858, 1.37074, 3.77773], [5.22908, 0.55514, 4.15218], [4.04049, 0.25055, 3.47232], [2.99380, -0.12320, 4.31151], [1.70829, -0.38087, 3.87444], [1.40420, -0.33460, 2.50425], [0.25525, -0.58572, 2.02092], [2.50948, -0.03423, 1.60657], [2.19823, -0.06643, 0.27810], [3.14559, 0.09617, -0.62311], [4.48574, 0.25367, -0.25048], [4.82210, 0.30428, 1.07289], [3.81810, 0.21198, 2.06380], [7.85626, 4.33578, 0.85029], [7.96380, 2.42338, 2.43674], [3.75318, 2.73277, 3.10011], [3.64547, 4.63398, 1.56057], [3.22362, -0.15895, 5.37039], [0.91580, -0.63373, 4.56497], [2.83842, 0.08856, -1.65846], [5.24037, 0.33501, -1.02034], [5.85876, 0.39645, 1.36079], [-5.26167, 2.37525, -1.38590], [-5.34769, 1.16983, 0.04810], [-7.03059, 0.31289, -0.07360], [-5.31638, 2.05087, 1.70366], [-4.05055, -0.18513, -0.08632], [-4.41567, -1.50750, -0.19102], [-3.45901, -2.52335, -0.32558], [-2.14390, -2.14331, -0.36773], [-1.75175, -0.86417, -0.26225], [-2.65603, 0.14842, -0.08705], [-2.09700, 1.73046, 0.12510], [-6.14100, 3.02568, -1.39336], [-5.23214, 1.83352, -2.33436], [-4.36286, 2.98526, -1.31877], [-7.82666, 1.06025, -0.02277], [-7.19191, -0.39483, 0.74330], [-7.14450, -0.22742, -1.01660], [-6.20016, 2.68512, 1.81762], [-4.42015, 2.66274, 1.78906], [-5.31078, 1.32584, 2.52100], [-5.46610, -1.77744, -0.17576], [-3.73062, -3.56598, -0.40510], [-1.34134, -2.85607, -0.50562], [0.60211, -1.61248, -4.05292], [0.52538, -1.60056, -2.63097], [0.36927, -0.34466, -2.06414], [0.36137, 0.62246, -2.78838], [0.80638, -2.64384, -4.33463], [1.39591, -0.95765, -4.41443], [-0.33716, -1.28173, -4.49890]], "forces_ev_per_a": [[0.04, -0.01, -0.02], [0.00, 0.01, 0.00], [0.02, -0.02, 0.02], [-0.02, 0.02, -0.02], [-0.03, -0.07, -0.04], [0.09, -0.13, -0.28], [-0.01, 0.09, 0.16], [-0.01, 0.02, -0.02], [-0.18, 0.41, 0.41], [0.24, -0.43, -0.30], [-0.22, 0.10, 0.17], [0.04, 0.08, 0.06], [0.00, 0.00, -0.06], [0.05, 0.02, -0.02], [-0.07, 0.08, 0.03], [0.00, -0.03, 0.03], [0.03, -0.11, -0.08], [-0.04, 0.04, 0.04], [0.02, 0.04, 0.01], [0.00, 0.00, 0.00], [0.04, -0.04, -0.10], [-0.01, 0.00, -0.01], [0.01, 0.00, 0.01], [0.00, -0.04, -0.03], [0.00, 0.01, 0.00], [-0.02, -0.02, 0.00], [0.01, -0.01, 0.01], [0.00, 0.00, -0.01], [0.00, -0.01, 0.00], [0.01, 0.02, 0.01], [-0.02, -0.02, 0.03], [0.07, 0.02, 0.01], [0.02, 0.00, 0.01], [-0.01, -0.01, -0.04], [-0.07, 0.00, -0.01], [-0.01, 0.00, -0.02], [0.04, 0.03, 0.00], [-0.01, -0.04, -0.11], [0.10, 0.07, 0.18], [0.01, -0.06, -0.04], [-0.06, 0.05, 0.03], [-0.01, 0.00, 0.01], [-0.01, 0.00, 0.00], [0.00, 0.00, 0.00], [0.00, 0.01, 0.00], [0.00, 0.00, 0.01], [0.00, 0.00, -0.01], [0.00, 0.00, 0.00], [0.00, 0.00, 0.00], [-0.01, 0.00, 0.00], [0.00, 0.00, 0.00], [0.00, 0.00, -0.01], [-0.01, -0.01, 0.02], [-0.02, -0.01, -0.02], [-0.04, 0.00, 0.00], [-0.08, -0.06, -0.02], [0.11, 0.01, 0.00], [-0.01, 0.00, 0.00], [0.01, -0.01, 0.01], [0.00, 0.01, 0.00]], "e_above_lowest_ev": 0.7719, "orbital_gap_ev": 6.0, "lumo_ha": 0.0650, "e_homo_ev": -4.3, "charge": -1, "spin_multiplicity": 1}



{"formula": "C7H11N3O", "method": "ωB97M-V with the def2-TZVPD basis set", "elements": ["C", "C", "C", "C", "C", "C", "C", "N", "N", "N", "O", "H", "H", "H", "H", "H", "H", "H", "H", "H", "H", "H"], "coordinates": [[0.70121, -0.66830, 2.88454], [-0.41271, 0.08746, 2.49954], [1.20191, -1.62584, 2.04455], [-0.90223, -0.09996, 1.24797], [0.64324, -1.85147, 0.84424], [-0.47461, -1.05628, 0.41068], [-0.06494, 0.91518, -1.88698], [0.28138, 1.93640, -0.90177], [0.87804, 0.27711, -2.53648], [-1.33563, 0.71791, -2.36269], [0.58174, -0.38624, -3.56455], [1.07407, -0.63095, 3.89236], [-0.81724, 1.00290, 3.13269], [1.93958, -2.33651, 2.39762], [-1.58865, 0.63291, 0.75326], [1.12732, -2.59169, 0.26968], [-0.26119, 2.72114, -1.10686], [-0.00940, 1.58530, 0.01116], [1.84105, 0.51917, -2.20344], [-2.01482, 1.27399, -1.94044], [-1.38461, 0.64992, -3.36793], [-1.00353, -1.07215, -0.51716]], "forces_ev_per_a": [[-1.42, 0.64, 1.14], [0.82, 2.45, 2.52], [0.44, -0.67, 1.21], [-2.00, 2.20, -1.06], [-2.02, 0.92, -2.00], [2.25, -2.03, -0.01], [1.10, 0.87, -0.04], [0.33, -3.25, -0.31], [-0.32, 2.50, 2.16], [0.92, -0.39, -0.02], [0.48, -1.41, -1.31], [0.20, 0.38, 0.22], [0.95, -2.26, -1.15], [0.34, 0.35, -0.01], [-0.02, -0.72, 1.12], [-0.09, -0.80, -1.04], [-0.87, 1.68, -0.35], [0.33, 0.29, -0.05], [-0.60, -0.58, -0.65], [-1.20, 1.00, 0.57], [0.05, -0.42, -0.20], [0.34, -0.75, -0.74]], "e_above_lowest_ev": 3.2578, "orbital_gap_ev": [8.3, 8.3], "lumo_ha": [0.0235, 0.0235], "e_homo_ev": [-7.7, -7.7], "spin_multiplicity": 1}